Record 1
The following is a DFT calculation (the ωB97M-V functional and the def2-TZVPD basis) of the molecule C2H3N5O.

Geometry as XYZ:
```
11
Properties=species:S:1:pos:R:3:forces:R:3
C 0.611 -0.781 -0.601 2.842 1.160 2.131
C -0.157 1.111 0.816 0.865 1.089 0.765
H 1.198 -2.080 -1.696 0.616 -0.335 0.434
H -2.150 1.082 0.785 -0.157 -0.227 0.445
H 1.752 0.675 0.423 0.618 0.118 -0.183
N 1.628 -1.449 -1.002 -1.768 0.763 -0.628
N -0.693 -1.114 -0.820 -2.462 0.753 -0.040
N -1.613 -0.463 -0.236 0.353 -1.695 -1.008
N -1.356 0.462 0.692 -1.295 0.717 -0.459
N 0.816 0.379 0.245 0.451 -1.309 -0.946
O -0.036 2.178 1.394 -0.064 -1.035 -0.510
```
Positions in Å, forces in eV/Å.

Its total energy is -427.0021 Eh. The LUMO energy comes out at -0.71 eV. The structure (SMILES) is [H]/N=c1\nn[nH]c(=O)[nH]1. The calculation puts the energy above the lowest of the compared OMol25 structures with the same formula, charge and spin at 1.512 eV.

=====

Record 2
The following is a DFT calculation (the ωB97M-V functional and the def2-TZVPD basis) of a cluster of 15 separate species, C27H70F7NO21P2S in total.

Geometry as XYZ:
```
129
Properties=species:S:1:pos:R:3:forces:R:3
C -1.258 5.291 -0.595 -0.338 0.892 0.188
C -1.831 5.807 -1.943 0.789 0.157 0.473
C -1.646 4.838 -3.162 -0.515 0.356 -0.163
C -1.503 3.381 -2.783 -0.131 -0.172 0.502
C -2.547 2.567 -2.599 -0.006 -0.935 0.166
P -4.308 3.123 -2.815 -0.154 0.434 0.441
N -4.759 4.255 -1.815 0.790 -0.548 -0.212
C -2.301 1.116 -2.198 0.904 2.489 0.004
O -3.190 0.357 -2.401 -1.000 -2.225 0.010
C -0.959 0.691 -1.573 -0.518 -0.749 0.540
C -0.917 -0.606 -0.763 -1.202 0.899 -1.115
P -1.161 -2.180 -1.709 0.297 -2.338 1.562
O -0.605 -3.246 -0.885 0.285 -0.196 0.441
O -0.358 -2.225 -3.125 -1.408 1.318 0.290
O -2.730 -2.566 -1.900 1.188 1.413 -1.437
C 0.076 1.501 -1.782 -0.212 -0.194 -0.346
S 1.695 1.093 -1.107 1.147 2.922 1.684
O 2.510 2.261 -1.225 0.048 0.194 -1.269
O 1.648 0.686 0.271 -0.948 -1.607 -0.509
C 2.496 -0.162 -2.238 0.165 -0.384 -0.367
F 3.636 0.362 -2.686 0.224 0.312 0.290
F 1.705 -0.292 -3.314 -0.380 -0.320 0.139
C 2.873 -1.506 -1.564 0.416 -0.721 -0.153
F 1.847 -2.109 -0.975 -0.545 0.319 -0.225
F 3.795 -1.274 -0.619 0.180 0.480 -0.034
C 3.516 -2.557 -2.540 -0.160 -0.568 1.011
F 2.733 -2.835 -3.573 -0.128 0.419 -0.517
F 3.647 -3.682 -1.843 -0.020 -0.251 0.246
F 4.720 -2.203 -2.929 0.230 0.517 -0.547
C -0.117 2.761 -2.613 -1.549 -0.156 0.910
O 0.765 3.286 -3.180 2.403 0.908 -1.272
H -1.638 5.967 0.194 0.188 -0.342 -0.236
H -0.160 5.395 -0.548 -0.372 -0.465 -0.114
H -1.600 4.282 -0.312 0.276 0.241 -0.208
H -2.871 6.133 -1.799 0.257 -0.477 -0.290
H -1.272 6.729 -2.185 -0.273 -0.344 0.050
H -2.559 4.925 -3.780 0.406 -0.033 0.154
H -0.823 5.223 -3.777 -0.030 -0.576 0.233
H -5.106 1.948 -2.748 0.413 0.235 -0.333
H -4.381 3.512 -4.188 0.044 -0.440 0.248
H -3.955 4.439 -1.213 -0.464 0.244 0.154
H -0.015 -0.738 -0.153 -0.268 -0.053 -0.426
H -1.763 -0.549 -0.049 0.258 -0.382 -0.312
H -0.632 -1.525 -3.744 0.267 -0.249 -0.055
H -2.945 -2.398 -2.835 -0.609 -0.111 0.348
C 2.260 -6.542 -3.939 -0.015 0.408 0.056
O 1.958 -5.540 -4.903 -0.045 -0.076 -0.110
H 2.016 -7.515 -4.362 0.031 0.060 -0.093
H 3.324 -6.514 -3.692 -0.024 -0.185 0.126
H 1.663 -6.380 -3.037 0.096 -0.174 0.102
H 2.179 -4.690 -4.510 -0.083 -0.095 -0.080
C -0.073 2.741 2.850 0.245 -0.289 -0.459
O 0.971 1.768 2.853 -0.077 -0.151 0.210
H -0.413 2.890 3.872 0.037 -0.011 -0.020
H 0.302 3.683 2.457 -0.191 0.075 0.077
H -0.912 2.388 2.238 -0.121 0.065 0.086
H 1.255 1.655 1.937 0.101 -0.138 0.204
C 3.598 4.160 2.720 0.153 0.157 -0.188
O 2.926 5.374 2.389 -0.074 0.044 0.047
H 3.094 3.700 3.567 -0.090 0.054 -0.058
H 3.567 3.476 1.869 0.072 -0.132 0.105
H 4.635 4.374 2.988 0.024 -0.154 0.015
H 3.390 5.759 1.638 0.008 0.007 0.121
C 5.188 0.227 -6.008 -0.129 0.158 0.335
O 5.976 0.966 -5.083 0.038 -0.013 -0.011
H 5.817 -0.073 -6.843 0.062 0.049 0.069
H 4.785 -0.667 -5.523 -0.077 -0.077 -0.187
H 4.370 0.850 -6.380 -0.059 -0.153 -0.140
H 5.396 1.219 -4.357 0.143 0.039 -0.033
C -3.674 -5.712 -0.729 0.366 0.612 0.104
O -3.409 -4.744 0.278 -0.129 -0.013 0.028
H -4.526 -6.308 -0.420 -0.009 0.095 0.030
H -3.910 -5.211 -1.675 -0.042 -0.160 -0.100
H -2.809 -6.362 -0.860 -0.129 -0.120 -0.154
H -2.650 -4.228 -0.019 0.081 0.003 0.101
C -0.175 -9.709 -4.421 -0.002 0.394 0.044
O -0.472 -8.703 -5.381 0.005 -0.036 -0.032
H -0.419 -10.681 -4.844 -0.019 0.074 -0.084
H 0.890 -9.683 -4.174 -0.022 -0.191 0.137
H -0.772 -9.548 -3.520 0.094 -0.191 0.099
H -0.247 -7.856 -4.981 -0.064 -0.013 -0.159
C -0.446 6.582 4.126 0.421 -0.080 -0.033
O 0.370 5.471 3.775 -0.155 0.272 0.357
H -1.487 6.262 4.121 0.034 -0.033 -0.005
H -0.179 6.931 5.127 -0.178 0.198 -0.020
H -0.314 7.391 3.403 -0.124 0.096 0.079
H 1.289 5.771 3.784 -0.006 -0.164 -0.321
C -4.876 -9.411 -0.987 0.088 0.118 0.326
O -3.804 -8.607 -0.509 -0.051 -0.403 -0.057
H -4.675 -9.671 -2.023 0.061 0.047 0.027
H -4.956 -10.327 -0.395 -0.138 -0.069 -0.120
H -5.817 -8.855 -0.932 -0.089 -0.128 -0.091
H -3.999 -8.386 0.408 0.131 0.028 -0.081
C 2.649 1.418 6.525 -0.146 0.017 -0.246
O 2.878 0.493 5.468 -0.199 -0.191 0.041
H 3.326 1.181 7.343 0.011 -0.048 -0.061
H 2.842 2.438 6.182 -0.030 0.053 0.156
H 1.617 1.340 6.880 0.076 0.168 0.131
H 2.270 0.720 4.754 0.090 0.072 -0.175
C -0.619 -2.698 3.005 -0.022 0.156 0.040
O -1.054 -1.746 2.034 -0.041 0.269 -0.232
H -0.836 -3.696 2.632 -0.044 0.090 -0.138
H 0.455 -2.597 3.168 -0.016 -0.117 0.137
H -1.152 -2.538 3.943 0.139 -0.131 0.084
H -0.854 -0.870 2.385 0.029 -0.115 0.092
C -1.713 4.946 7.145 0.232 -0.196 -0.266
O -0.664 3.984 7.133 0.007 -0.058 0.024
H -2.050 5.081 8.170 0.067 -0.082 0.002
H -1.345 5.898 6.759 -0.209 0.098 0.063
H -2.548 4.593 6.534 -0.120 0.179 0.055
H -0.380 3.881 6.217 0.056 0.053 0.099
C -6.160 -1.570 -1.738 0.327 0.237 -0.016
O -5.874 -0.620 -0.722 -0.085 0.108 0.058
H -7.036 -2.143 -1.443 0.022 0.060 0.067
H -6.367 -1.055 -2.682 -0.074 -0.177 -0.097
H -5.310 -2.246 -1.860 -0.132 -0.150 -0.092
H -5.096 -0.128 -1.004 -0.028 -0.090 0.065
C 7.020 4.363 0.594 -0.016 0.216 -0.203
O 6.181 5.512 0.685 -0.120 0.016 0.045
H 6.797 3.708 1.433 -0.051 0.069 0.004
H 6.827 3.830 -0.340 0.093 -0.131 0.055
H 8.070 4.660 0.639 0.041 -0.156 0.018
H 6.390 6.080 -0.063 -0.060 -0.012 0.105
C -0.599 -0.365 6.386 0.390 -0.134 -0.080
O 0.248 -1.445 6.010 -0.076 0.069 0.021
H -1.611 -0.747 6.506 0.033 -0.041 -0.023
H -0.264 0.066 7.332 -0.181 0.117 0.013
H -0.595 0.405 5.609 -0.128 0.129 0.068
H 1.139 -1.088 5.909 0.077 -0.066 -0.008
```
Positions in Å, forces in eV/Å.

Its total energy is -4485.2224 Eh. The LUMO energy comes out at -2.71 eV. The calculation puts the energy above the lowest of the compared OMol25 structures with the same formula, charge and spin at 1.518 eV.

=====

Q: The highest LUMO belongs to which entry?
A: C2H3N5O

=====

Q: Look up the LUMO of the second one.
A: -2.71 eV

=====

Q: Which value of LUMO does entry 2 give?
A: -2.71 eV

=====

Q: Number 2 is which compound?
A: C27H70F7NO21P2S